1.
ORCA calculation (ωB97M-V/def2-TZVPD) on a molecular structure, C19H8ClCuF4N6O4S.

Max |F| = 0.0168 hartree/bohr
Gap between HOMO and LUMO (alpha / beta) = 0.1904 / 0.1906 Eh
HOMO level (alpha / beta) = -8.675 / -8.675 eV
M = 591.37 g/mol

```
44
C19H8ClCuF4N6O4S, DFT ωB97M-V/def2-TZVPD
Cu -0.930 -0.902 -1.713
F 2.999 -2.187 3.392
C 1.694 -2.113 3.267
C 0.930 -2.719 4.184
F 1.520 -3.338 5.181
C -0.511 -2.747 4.098
C -1.070 -2.018 2.984
C -0.303 -1.372 2.097
F -0.891 -0.612 1.205
C 1.137 -1.425 2.126
C 1.928 -0.882 1.146
C 1.420 -0.488 -0.143
N 1.013 -0.328 -1.203
C 3.357 -0.766 1.260
N 4.499 -0.623 1.275
F -2.373 -1.931 2.869
C -1.285 -3.392 5.021
C -0.749 -4.058 6.180
N -0.401 -4.587 7.141
C -2.722 -3.464 4.944
N -3.868 -3.568 4.965
O -0.247 -3.216 -0.364
Cl -0.807 -3.379 -1.696
O -1.008 -4.758 -1.995
O 0.072 -2.732 -2.674
O -2.087 -2.634 -1.762
N -1.659 0.568 -4.361
C -1.426 1.426 -3.352
S -1.985 1.048 -1.789
N -0.775 2.549 -3.728
C -0.098 3.558 -2.971
C -0.519 4.046 -1.741
C 0.251 5.003 -1.090
C 1.416 5.495 -1.658
C 1.802 5.041 -2.912
C 1.049 4.080 -3.563
H -2.141 -0.288 -4.155
H -1.297 0.704 -5.288
H -0.497 2.561 -4.695
H -1.436 3.697 -1.297
H -0.078 5.372 -0.125
H 2.015 6.231 -1.136
H 2.698 5.428 -3.382
H 1.362 3.722 -4.541
```

***

2.
ORCA calculation (ωB97M-V/def2-TZVPD) on 2 unconnected molecules or ions with the total composition C2 at a distorted geometry.

Relative energy (zero: lowest compared OMol25 entry of this formula, charge and spin) = 7.2547 eV
Max |F| = 0.1336 hartree/bohr
Spin multiplicity = 2
Gap between HOMO and LUMO (alpha / beta) = 0.2392 / 0.2293 Eh
HOMO level (alpha / beta) = -1.599 / -1.271 eV
M = 24.02 g/mol
Total charge = -1
⟨S²⟩ = 0.751

```
2
C2, DFT ωB97M-V/def2-TZVPD
C -0.831 -0.246 0.706
C 0.831 0.246 -0.706
```

***

3.
ORCA calculation (ωB97M-V/def2-TZVPD) on 2 unconnected molecules or ions with the total composition C2 at a distorted geometry.

Relative energy (zero: lowest compared OMol25 entry of this formula, charge and spin) = 5.3870 eV
Max |F| = 0.1110 hartree/bohr
Gap between HOMO and LUMO = 0.2284 Eh
HOMO level = -8.633 eV
M = 24.02 g/mol

```
2
C2, DFT ωB97M-V/def2-TZVPD
C 0.553 -0.231 0.961
C -0.553 0.231 -0.961
```

***

4.
ORCA calculation (ωB97M-V/def2-TZVPD) on a gas-phase ion, C20H10Cl4NO4S (charge -1) at a distorted geometry.

Relative energy (zero: lowest compared OMol25 entry of this formula, charge and spin) = 0.0000 eV
Max |F| = 0.0475 hartree/bohr
SMILES = N#Cc1ccc([C@@H](Oc2c([O-])c(Cl)c(Cl)c(Cl)c2Cl)S(=O)(=O)c2ccccc2)cc1
Gap between HOMO and LUMO = 0.2153 Eh
HOMO level = -3.650 eV
M = 502.18 g/mol
Total charge = -1

```
40
C20H10Cl4NO4S, DFT ωB97M-V/def2-TZVPD
N -3.696 -5.723 0.038
C -3.163 -4.681 0.023
C -2.466 -3.422 0.044
C -2.849 -2.423 0.942
C -2.117 -1.247 1.028
C -1.008 -1.055 0.201
C -0.217 0.206 0.423
O 0.645 0.067 1.571
C 1.909 -0.405 1.434
C 2.989 0.595 1.449
O 2.832 1.757 1.844
C 4.273 0.066 0.985
Cl 5.466 1.206 0.588
C 4.530 -1.298 1.009
Cl 6.102 -1.876 0.670
C 3.495 -2.223 1.339
Cl 3.808 -3.896 1.378
C 2.189 -1.752 1.571
Cl 0.950 -2.835 2.083
S 0.558 0.908 -1.112
O 0.285 0.141 -2.305
O 1.904 1.323 -0.794
C -0.440 2.401 -1.265
C -1.325 2.526 -2.339
C -2.248 3.577 -2.337
C -2.277 4.484 -1.272
C -1.379 4.352 -0.208
C -0.439 3.317 -0.212
C -0.644 -2.029 -0.723
C -1.380 -3.209 -0.805
H -3.717 -2.573 1.584
H -2.389 -0.452 1.728
H -0.919 0.988 0.719
H -1.298 1.801 -3.151
H -2.941 3.677 -3.173
H -2.998 5.303 -1.277
H -1.401 5.047 0.632
H 0.273 3.191 0.604
H 0.198 -1.863 -1.390
H -1.091 -3.974 -1.524
```

***

5.
ORCA calculation (ωB97M-V/def2-TZVPD) on a molecular structure, C20H10LuN5O2S2.

Relative energy (zero: lowest compared OMol25 entry of this formula, charge and spin) = 0.0000 eV
Max |F| = 0.0087 hartree/bohr
Gap between HOMO and LUMO = 0.2704 Eh
HOMO level = -8.410 eV
M = 591.43 g/mol

```
40
C20H10LuN5O2S2, DFT ωB97M-V/def2-TZVPD
Lu -0.482 -0.593 -0.193
O -2.707 -3.302 -2.796
C -2.075 -2.718 -1.950
N -1.737 -1.375 -1.891
C -2.156 -0.520 -2.900
O -2.801 -0.777 -3.886
C -1.720 0.926 -2.678
C -2.092 1.905 -3.580
C -1.674 3.206 -3.349
C -0.909 3.491 -2.227
C -0.586 2.460 -1.367
N -0.989 1.205 -1.593
C -1.554 -3.513 -0.756
C -1.822 -4.866 -0.661
C -1.334 -5.558 0.435
C -0.599 -4.882 1.398
C -0.372 -3.529 1.235
N -0.847 -2.862 0.176
H -2.690 1.618 -4.432
H -1.944 3.997 -4.035
H -0.565 4.493 -2.013
H 0.003 2.627 -0.472
H -2.400 -5.330 -1.447
H -1.523 -6.617 0.543
H -0.202 -5.388 2.266
H 0.196 -2.950 1.953
S -0.587 0.350 2.172
C 1.026 1.103 2.131
C 1.238 2.112 3.075
C 2.458 2.754 3.198
C 2.611 3.774 4.203
N 2.733 4.588 5.005
C 3.509 2.399 2.347
C 3.308 1.414 1.397
C 2.086 0.746 1.271
S 2.033 -0.526 0.030
C 4.794 3.042 2.436
N 5.823 3.551 2.489
H 0.428 2.396 3.732
H 4.121 1.149 0.734
```

***

6.
ORCA calculation (ωB97M-V/def2-TZVPD) on a molecular structure, C20H10MoN5S2.

Relative energy (zero: lowest compared OMol25 entry of this formula, charge and spin) = 0.0000 eV
Max |F| = 0.0183 hartree/bohr
Spin multiplicity = 3
Gap between HOMO and LUMO (alpha / beta) = 0.2317 / 0.2465 Eh
HOMO level (alpha / beta) = -12.414 / -12.389 eV
M = 480.41 g/mol
Total charge = +1
⟨S²⟩ = 2.027

```
38
C20H10MoN5S2, DFT ωB97M-V/def2-TZVPD
Mo -1.952 1.650 0.541
S -4.089 2.404 0.281
C -3.895 2.080 2.042
S -2.293 2.409 2.724
C -4.910 1.543 2.757
C -4.705 1.203 4.138
N -4.517 0.891 5.228
C -6.206 1.322 2.179
N -7.235 1.156 1.696
N 6.499 -3.360 -2.249
C 5.533 -2.814 -1.953
C 4.315 -2.128 -1.583
C 3.083 -2.703 -1.878
C 1.918 -2.052 -1.512
C 1.982 -0.819 -0.868
C 3.218 -0.240 -0.587
C 4.385 -0.898 -0.934
C 0.730 -0.112 -0.487
C -0.127 -0.741 0.407
C 0.075 -1.973 1.063
C -1.048 -2.257 1.817
C -1.923 -1.190 1.640
N -1.402 -0.266 0.808
C 0.514 1.142 -1.098
C 1.233 1.712 -2.145
C 0.607 2.906 -2.516
C -0.483 3.056 -1.693
N -0.578 1.995 -0.827
H 3.044 -3.653 -2.394
H 0.957 -2.494 -1.745
H 3.269 0.717 -0.083
H 5.349 -0.465 -0.707
H 0.970 -2.571 0.984
H -1.224 -3.118 2.439
H -2.898 -1.045 2.082
H 2.106 1.273 -2.602
H 0.906 3.583 -3.298
H -1.207 3.856 -1.667
```

***

- M of number 3 (C2)?
  24.02 g/mol